1.
C45H40ClGaGeN3O10PS2 | ωB97M-V with the def2-TZVPD basis set

The spin multiplicity is 2. The value obtained for the frontier orbital gap (alpha / beta) is 0.25798 / 0.28523 hartree. As for the net charge: -1.

Positions of all 104 atoms, in Å:
Ga: 0.1424 -0.5205 -0.0409
O: 0.7792 -0.4386 4.2577
S: 1.1590 -0.9480 2.9718
O: 1.0050 -2.3669 2.7464
O: 0.5368 -0.1272 1.8773
C: 2.9186 -0.6626 2.8068
C: 3.6277 -0.7095 4.0048
C: 5.0044 -0.5921 4.0099
C: 5.6833 -0.4130 2.8118
C: 4.9769 -0.3531 1.6262
C: 3.5862 -0.4925 1.5958
P: 2.7538 -0.2423 -0.0295
C: 3.7645 -1.1864 -1.2092
C: 3.6571 -0.8899 -2.5666
C: 4.2973 -1.6783 -3.5090
C: 5.0398 -2.7791 -3.1078
C: 5.1330 -3.0929 -1.7602
C: 4.4935 -2.3051 -0.8163
C: 3.2437 1.5094 -0.2508
C: 2.6056 2.4422 0.5671
C: 2.9446 3.7825 0.4984
C: 3.9314 4.2062 -0.3817
C: 4.5832 3.2821 -1.1823
C: 4.2445 1.9368 -1.1163
H: 3.0720 -0.8260 4.9247
H: 5.5467 -0.6282 4.9459
H: 6.7601 -0.3042 2.8026
H: 5.5090 -0.1819 0.6988
H: 3.0469 -0.0580 -2.8921
H: 4.1965 -1.4421 -4.5602
H: 5.5306 -3.4013 -3.8454
H: 5.6914 -3.9639 -1.4411
H: 4.5444 -2.5807 0.2288
H: 1.8391 2.1164 1.2594
H: 2.4236 4.4964 1.1222
H: 4.1884 5.2561 -0.4438
H: 5.3583 3.6052 -1.8661
H: 4.7662 1.2262 -1.7431
S: -0.8155 4.0066 -0.5283
C: -0.4624 2.4534 -0.4183
N: -0.1340 1.3257 -0.3395
O: -1.5599 -1.2192 -2.4254
Cl: -0.2936 -1.0921 -3.1062
O: -0.3751 -0.1357 -4.1603
O: 0.1676 -2.3540 -3.5798
O: 0.6802 -0.5652 -2.1026
C: 2.3690 -5.2134 1.3788
C: 1.6541 -5.5738 0.0814
C: 0.3330 -4.8196 -0.1313
C: -0.3265 -5.3042 -1.4505
C: -1.7314 -4.7743 -1.7128
C: -0.6219 -5.1378 0.9953
O: -0.8217 -6.2646 1.3936
N: -1.3093 -4.0730 1.5159
C: -1.1748 -2.7385 1.1763
O: -1.8605 -1.9114 1.7464
N: -0.2722 -2.4046 0.2077
C: 0.6248 -3.3309 -0.2795
O: 1.6145 -2.9653 -0.8753
H: 3.3628 -5.6636 1.4028
H: 1.8172 -5.5756 2.2475
H: 2.4836 -4.1351 1.4893
H: 1.4233 -6.6401 0.0618
H: 2.2901 -5.3454 -0.7746
H: -0.3462 -6.3954 -1.3984
H: 0.3447 -5.0130 -2.2616
H: -2.4274 -5.0624 -0.9220
H: -2.1112 -5.1891 -2.6473
H: -1.7519 -3.6896 -1.8076
H: -1.9410 -4.2551 2.2826
C: -4.2940 1.4372 4.4027
C: -5.1145 0.5128 3.7733
C: -4.7988 0.0557 2.5003
C: -3.6670 0.5236 1.8372
C: -2.8545 1.4575 2.4786
C: -3.1628 1.9100 3.7525
Ge: -3.1557 -0.0828 0.0520
C: -4.1571 -1.6519 -0.5604
C: -4.5231 -2.6997 0.2872
C: -5.1999 -3.8091 -0.2003
C: -5.5099 -3.8972 -1.5498
C: -5.1484 -2.8666 -2.4054
C: -4.4814 -1.7540 -1.9138
C: -3.5706 1.4153 -1.1676
C: -3.0621 1.5144 -2.4623
C: -3.4178 2.5712 -3.2869
C: -4.2865 3.5512 -2.8293
C: -4.7958 3.4696 -1.5419
C: -4.4365 2.4124 -0.7168
H: -4.5325 1.7842 5.4006
H: -6.0002 0.1424 4.2759
H: -5.4519 -0.6626 2.0180
H: -1.9645 1.8330 1.9853
H: -2.5121 2.6240 4.2414
H: -4.2663 -2.6527 1.3378
H: -5.4766 -4.6112 0.4735
H: -6.0255 -4.7689 -1.9335
H: -5.3802 -2.9311 -3.4614
H: -4.2026 -0.9602 -2.5952
H: -2.3717 0.7661 -2.8374
H: -3.0007 2.6327 -4.2846
H: -4.5564 4.3819 -3.4699
H: -5.4669 4.2361 -1.1726
H: -4.8315 2.3713 0.2916

Löwdin atomic charge list, values in e, 2 entries: 0.323, -0.278



2.
C45H41Cl6F7 | ωB97M-V with the def2-TZVPD basis set

The value obtained for the frontier orbital gap is 0.34882 hartree.

Positions of all 99 atoms, in Å:
F: 1.8395 2.6204 1.4106
C: 2.6445 3.4523 2.1203
C: 2.5637 4.8093 1.8924
C: 3.3334 5.6458 2.6965
C: 4.0966 5.1293 3.7310
C: 4.2210 3.7556 3.8692
C: 3.4734 2.8960 3.0690
H: 1.8126 5.1817 1.2075
H: 3.2083 6.7140 2.5682
H: 4.6432 5.7913 4.3892
H: 4.8332 3.3335 4.6556
H: 3.5291 1.8250 3.2029
F: -2.2397 -1.8404 -0.7776
C: -2.9078 -3.0069 -0.6898
C: -4.0769 -3.1591 -1.4003
C: -4.7659 -4.3499 -1.2905
C: -4.3146 -5.3703 -0.4689
C: -3.1209 -5.2062 0.2140
C: -2.4179 -4.0096 0.1126
H: -4.4595 -2.2808 -1.9064
H: -5.6307 -4.5044 -1.9243
H: -4.8773 -6.2920 -0.4066
H: -2.6429 -5.9292 0.8650
H: -1.4725 -3.8799 0.6239
F: -1.3554 7.0723 -1.2077
C: -0.2696 6.2941 -1.3945
C: 0.8179 6.8226 -2.0547
C: 1.9210 6.0057 -2.2730
C: 1.9653 4.7199 -1.7530
C: 0.8348 4.1986 -1.1498
C: -0.2993 4.9829 -0.9648
H: 0.7698 7.7943 -2.5272
H: 2.7371 6.3871 -2.8733
H: 2.8430 4.1143 -1.9342
H: 0.8236 3.2407 -0.6439
H: -1.1978 4.5810 -0.5145
F: -0.0552 -6.8946 0.8070
C: 0.5840 -6.1309 -0.1088
C: 0.6199 -6.5288 -1.4241
C: 1.2751 -5.6892 -2.3272
C: 1.9254 -4.5422 -1.8945
C: 1.8482 -4.1595 -0.5553
C: 1.1472 -4.9501 0.3384
H: 0.1868 -7.4606 -1.7569
H: 1.3949 -6.0436 -3.3440
H: 2.3958 -3.9110 -2.6380
H: 2.2086 -3.1663 -0.3311
H: 1.0359 -4.6606 1.3761
F: 3.7178 0.3637 1.1327
C: 3.8237 0.2636 -0.2036
C: 3.6542 1.3923 -0.9875
C: 3.7285 1.2511 -2.3629
C: 3.9952 0.0312 -2.9732
C: 4.1803 -1.0795 -2.1529
C: 4.1130 -0.9632 -0.7724
H: 3.5080 2.3609 -0.5277
H: 3.7099 2.1368 -2.9889
H: 3.9232 -0.0643 -4.0471
H: 4.2325 -2.0614 -2.6092
H: 4.2256 -1.8358 -0.1412
F: -4.6957 0.4385 -1.1710
C: -4.5164 1.6944 -1.6455
C: -5.3325 2.6998 -1.1689
C: -5.0049 4.0141 -1.4453
C: -3.8963 4.2885 -2.2345
C: -3.1009 3.2623 -2.7462
C: -3.4205 1.9492 -2.4453
H: -6.1945 2.4334 -0.5707
H: -5.6373 4.8329 -1.1327
H: -3.7373 5.2807 -2.6435
H: -2.1945 3.4863 -3.2933
H: -2.8576 1.0954 -2.8022
F: 1.3418 -1.7878 4.3096
C: 0.3888 -2.6677 4.6924
C: -0.4091 -3.2512 3.7240
C: -1.3885 -4.1337 4.1485
C: -1.6197 -4.3920 5.5008
C: -0.8069 -3.7698 6.4331
C: 0.2113 -2.9118 6.0388
H: -0.2707 -2.9626 2.6932
H: -2.0104 -4.5747 3.3755
H: -2.4054 -5.0944 5.7367
H: -1.0043 -3.9121 7.4889
H: 0.8215 -2.4061 6.7738
Cl: -1.6710 1.1488 2.8867
C: -2.8963 0.2418 2.0150
Cl: -4.5505 0.7965 2.3352
H: -2.6978 0.3272 0.9538
H: -2.8545 -0.8028 2.3049
Cl: 0.3248 -1.1123 -3.5423
C: 0.3759 -0.1980 -5.0459
Cl: 0.7204 1.5144 -4.7368
H: 1.0882 -0.5947 -5.7593
H: -0.6153 -0.2526 -5.4828
Cl: 0.3498 -1.3738 0.6422
C: 0.5803 0.0753 -0.3515
Cl: -0.9223 0.8261 -0.8876
H: 1.1065 0.7585 0.3051
H: 1.1608 -0.1628 -1.2332

Löwdin atomic charge list, values in e, 2 entries: 0.023, -0.275



3.
C45H41F9N2OSb2Ti | ωB97M-V with the def2-TZVPD basis set

The value obtained for the frontier orbital gap is 0.21161 hartree. As for the net charge: +2.

Positions of all 101 atoms, in Å:
Ti: 0.2858 -1.0921 -0.2632
C: 3.7126 -2.9441 2.0937
C: 2.5294 -2.0367 1.7736
N: 2.4088 -1.6350 0.3360
C: 3.5480 -0.7500 -0.1092
C: 4.1296 0.1901 0.9259
C: 2.4637 -2.8362 -0.5425
C: 1.2710 -3.7549 -0.2965
N: 0.1314 -2.9296 0.1142
C: -0.8768 -3.5492 0.8598
C: -1.5361 -2.7708 1.8009
F: -1.1207 -1.4577 1.8679
C: -2.5329 -3.2455 2.6232
F: -3.1006 -2.4208 3.4967
C: -2.9214 -4.5712 2.5200
C: -2.2825 -5.3691 1.5885
F: -2.6341 -6.6379 1.4529
C: -1.2749 -4.8799 0.7607
F: -0.7211 -5.6887 -0.1448
H: 3.9077 -2.9005 3.1642
H: 4.6240 -2.6316 1.5867
H: 3.5240 -3.9866 1.8414
H: 2.5876 -1.1196 2.3562
H: 1.5932 -2.5267 2.0584
H: 3.1889 -0.1769 -0.9656
H: 4.3453 -1.4003 -0.4802
H: 3.3853 0.8520 1.3620
H: 4.8730 0.8116 0.4263
H: 4.6315 -0.3305 1.7383
H: 3.3861 -3.3917 -0.3595
H: 2.4967 -2.4898 -1.5795
H: 1.4908 -4.4677 0.5041
H: 1.0517 -4.3298 -1.2005
H: -3.7054 -4.9750 3.1441
C: 0.1533 2.9937 -1.6006
C: 0.7808 3.7320 -0.4179
C: 1.5391 2.8196 0.5405
Sb: 0.4205 1.2287 1.4612
C: 1.4811 0.8801 3.2799
C: 2.5915 1.6296 3.6479
C: 3.1493 1.4700 4.9103
C: 2.5997 0.5652 5.8039
C: 1.4840 -0.1768 5.4420
C: 0.9219 -0.0178 4.1855
C: -1.1417 2.2186 2.4956
C: -2.4132 1.6815 2.6426
C: -3.3613 2.3602 3.3921
C: -3.0418 3.5770 3.9778
C: -1.7696 4.1075 3.8330
C: -0.8091 3.4225 3.1007
Sb: -1.8047 2.2674 -1.0541
C: -2.9479 3.0846 -2.6472
C: -2.5791 4.2473 -3.3123
C: -3.4153 4.7906 -4.2793
C: -4.6201 4.1780 -4.5811
C: -4.9971 3.0212 -3.9137
C: -4.1681 2.4813 -2.9437
C: -1.8413 0.2382 -1.8237
C: -1.9530 -0.0479 -3.1857
C: -2.4190 -1.2815 -3.6099
C: -2.7699 -2.2699 -2.6899
C: -2.6464 -2.0219 -1.3397
C: -2.1635 -0.7745 -0.8983
H: 0.7900 2.1626 -1.9000
H: 0.0417 3.6432 -2.4672
H: 0.0354 4.3139 0.1331
H: 1.5092 4.4569 -0.7923
H: 1.9537 3.3911 1.3719
H: 2.3675 2.3391 0.0147
H: 3.0400 2.3440 2.9688
H: 4.0102 2.0590 5.1937
H: 3.0330 0.4461 6.7858
H: 1.0436 -0.8708 6.1436
H: 0.0352 -0.5845 3.9306
H: -2.6817 0.7396 2.1749
H: -4.3500 1.9421 3.5154
H: -3.7857 4.1100 4.5521
H: -1.5177 5.0517 4.2945
H: 0.1893 3.8355 3.0210
H: -1.6464 4.7501 -3.0913
H: -3.1236 5.6952 -4.7937
H: -5.2700 4.6054 -5.3309
H: -5.9399 2.5457 -4.1430
H: -4.4801 1.5820 -2.4235
H: -1.7470 0.7252 -3.9167
H: -2.5439 -1.4725 -4.6678
H: -3.1643 -3.2150 -3.0354
H: -2.9646 -2.7677 -0.6217
H: -2.3142 -0.4938 0.1457
F: 2.2668 -1.2884 -6.9512
C: 1.9813 -1.0760 -5.6812
C: 2.4681 0.0557 -5.0360
F: 3.2266 0.9156 -5.6898
C: 2.1711 0.2771 -3.6985
F: 2.6822 1.3421 -3.0775
C: 1.3715 -0.6155 -2.9939
O: 1.0460 -0.3933 -1.7020
C: 0.9323 -1.7607 -3.6415
F: 0.2364 -2.6620 -2.9232
C: 1.2152 -1.9976 -4.9748
F: 0.7637 -3.0933 -5.5626

Löwdin atomic charge list, values in e, 2 entries: 1.025, -0.040



Q: Which formula does entry 1 have?
A: C45H40ClGaGeN3O10PS2